Below is a molecular structure, C31H40CuN5O2SSb2, with properties calculated with ωB97M-V with the def2-TZVPD basis set.

The geometry in XYZ format:
```
82
Properties=species:S:1:pos:R:3:forces:R:3
Cu 1.0816 1.9074 0.0503 -0.3327 -0.4915 0.6056
C -1.2368 4.0819 -2.7309 0.1174 -0.2476 -0.0182
Sb -0.3953 3.8709 -0.7786 -0.2247 0.5706 -0.0679
C 0.4029 5.8451 -0.6859 0.1910 -0.1445 -0.0272
C -2.1702 4.2681 0.3793 0.0492 -0.3359 0.0794
C -3.2474 3.2286 0.2265 -0.0399 0.0011 -0.0523
C -4.0676 3.2954 -0.9028 0.0457 0.0264 0.0197
C -5.0796 2.3797 -1.1290 0.0037 -0.0265 -0.0153
C -5.2987 1.3698 -0.2030 0.0419 0.0050 -0.0056
C -4.5095 1.3043 0.9321 -0.0039 -0.0061 -0.0292
C -3.4810 2.2185 1.1746 -0.0170 0.0371 0.0573
C -2.6858 2.0764 2.4353 0.2020 -0.1235 -0.1246
Sb -0.8482 0.9588 2.1097 -0.4634 0.0098 -0.0135
C -1.7981 -0.9269 1.7354 0.1037 0.0905 -0.0476
C -0.4610 0.6675 4.1915 0.1757 0.0466 -0.1531
H -1.7536 5.0388 -2.7826 0.0007 0.0011 0.0309
H -1.9384 3.2773 -2.9433 -0.0188 0.0360 -0.0023
H -0.4364 4.0636 -3.4698 -0.0156 0.0085 -0.0012
H -0.4169 6.5524 -0.8008 -0.0099 -0.0104 -0.0145
H 1.1221 5.9881 -1.4913 -0.0225 0.0237 -0.0007
H 0.8998 5.9982 0.2689 -0.0268 -0.0036 0.0054
H -2.5156 5.2351 0.0122 0.0364 0.0255 0.0091
H -1.8293 4.3816 1.4070 -0.0237 0.0551 -0.0042
H -3.9162 4.1041 -1.6098 -0.0051 -0.0116 0.0018
H -5.6985 2.4603 -2.0128 -0.0052 0.0114 0.0143
H -6.0904 0.6482 -0.3558 0.0022 0.0037 0.0096
H -4.7006 0.5323 1.6689 0.0026 0.0080 -0.0034
H -3.2362 1.5015 3.1797 -0.0699 0.0905 0.0174
H -2.3956 3.0315 2.8730 -0.0503 -0.0065 0.0279
H -2.4546 -1.1823 2.5666 0.0029 -0.0016 -0.0074
H -1.0360 -1.6978 1.6212 -0.0202 -0.0051 -0.0009
H -2.3783 -0.8611 0.8150 0.0043 -0.0167 0.0085
H -1.3420 0.2275 4.6556 0.0002 -0.0016 -0.0032
H -0.2405 1.6324 4.6451 0.0023 -0.0191 0.0201
H 0.3959 0.0088 4.3212 -0.0166 0.0011 0.0265
C 0.2630 -10.5725 -4.4331 -0.0103 0.0044 0.0256
O 1.1735 -10.3523 -3.3677 -0.0004 -0.0336 0.0001
C 1.2489 -9.1111 -2.8423 -0.0557 0.1130 -0.0175
C 2.2251 -8.9147 -1.8683 0.1079 -0.0845 0.0539
C 2.4006 -7.6700 -1.3046 0.0643 0.0232 0.0622
C 1.6089 -6.5947 -1.6981 -0.1567 -0.0578 -0.1867
C 0.6161 -6.7993 -2.6525 0.0227 0.0863 0.0180
C 0.4267 -8.0465 -3.2197 -0.0076 -0.0012 -0.0315
N 1.8905 -5.3505 -1.0901 0.1779 -0.0484 0.2098
N 1.2138 -4.3870 -1.4762 -0.2714 -0.2621 -0.3048
C 1.5086 -3.1621 -0.8532 0.1808 0.3558 0.2709
C 2.4017 -2.9999 0.1842 -0.0101 -0.1281 -0.0162
C 2.6456 -1.7562 0.7728 0.1057 0.0217 0.1298
C 2.0064 -0.6150 0.3267 0.0173 0.0168 0.0655
O 2.1738 0.5736 0.8716 0.1652 0.3556 -0.3817
C 1.1085 -0.7630 -0.7664 -0.1153 0.0366 -0.0982
N 0.5245 0.3850 -1.2230 0.1586 0.2330 0.0957
C -0.3445 0.3287 -2.2064 0.0491 0.0035 0.0889
C -0.7225 -0.8868 -2.7985 -0.0097 -0.0384 0.0122
C -0.1331 -2.0475 -2.3762 0.0067 0.0325 -0.0300
C 0.8296 -2.0176 -1.3411 -0.0491 -0.0191 -0.1125
H 0.4254 -11.5952 -4.7585 -0.0074 -0.0122 0.0068
H 0.4583 -9.8923 -5.2650 0.0062 0.0008 -0.0020
H -0.7709 -10.4579 -4.1001 -0.0038 0.0048 -0.0001
H 2.8439 -9.7541 -1.5801 -0.0063 0.0108 -0.0046
H 3.1650 -7.5070 -0.5555 -0.0074 0.0059 -0.0076
H 0.0005 -5.9628 -2.9525 -0.0404 -0.0383 -0.0081
H -0.3551 -8.1837 -3.9527 0.0230 0.0141 -0.0121
H 2.9149 -3.8818 0.5447 0.0185 0.0501 0.0297
H 3.3507 -1.6622 1.5890 -0.0252 -0.0410 0.0096
H -0.7602 1.2698 -2.5459 -0.0487 -0.0301 -0.0054
H -1.4745 -0.8898 -3.5748 0.0450 0.0205 -0.0338
H -0.3845 -3.0002 -2.8210 -0.0145 0.0084 0.0074
C 4.8525 4.9656 3.1320 -0.0924 0.0307 -0.0097
N 3.6906 4.2468 2.6387 0.0593 -0.0135 -0.0104
C 2.4256 4.6610 2.7499 0.1922 -0.0714 -0.2634
S 1.1682 3.6639 2.1483 -0.0507 -0.0994 0.0302
N 2.2066 5.8379 3.3354 -0.1309 0.0499 0.0308
C 0.9051 6.4620 3.5323 0.0160 -0.0342 0.0044
H 5.7414 4.3885 2.8990 0.0014 -0.0063 -0.0029
H 4.8059 5.0987 4.2152 0.0203 -0.0207 0.0111
H 4.9442 5.9427 2.6526 0.0217 -0.0059 -0.0162
H 3.8117 3.3411 2.2153 -0.0146 -0.0108 0.0414
H 3.0000 6.3323 3.7106 0.0282 -0.0231 0.0053
H 0.1595 5.8954 2.9836 -0.0010 0.0143 -0.0043
H 0.9283 7.4852 3.1615 0.0183 0.0070 -0.0036
H 0.6372 6.4698 4.5879 0.0074 -0.0196 0.0125
```
Forces are in eV/Å.

**E_tot**: -112885.125 eV
**ΔE to the lowest compared entry with this formula, charge and spin**: 78.12 kJ/mol
**Frontier orbital gap (spin up / spin down)**: 6.8 / 5.1 eV
**Charge**: +1
**2S+1**: 2


Below is a molecular structure, C17H40BaN3O3 at a distorted geometry, with properties calculated with ωB97M-V with the def2-TZVPD basis set.

The geometry in XYZ format:
```
64
Properties=species:S:1:pos:R:3:forces:R:3
Ba -0.8854 1.0731 1.4725 1.5391 -0.9805 -1.4608
C 1.5517 1.4930 -2.9280 -0.0719 -0.1148 0.2555
C 1.8291 -0.0157 -2.7435 -0.2321 0.4016 0.5633
C 3.2193 -0.2313 -3.3021 0.8219 -0.8750 -0.0606
C 3.7346 -1.6317 -3.0381 0.2404 0.2318 0.7704
C 3.7919 -1.8533 -1.5290 -0.2753 -0.3639 -0.0896
C 2.4209 -1.6122 -0.8264 0.2532 -1.0198 -0.2052
N 1.8571 -0.3377 -1.2883 1.1131 0.9375 0.0536
O 0.7612 0.1473 -0.5564 -1.2699 0.0610 0.9733
C 2.7285 -1.6110 0.6922 -0.7291 0.3028 -0.3783
C 1.5092 -2.8211 -1.1355 -0.1582 -0.0814 0.0368
C 0.7949 -0.7689 -3.5733 -0.3870 0.2832 -0.0794
H 0.5271 1.7696 -2.6852 0.0826 -0.1664 -0.0031
H 1.7241 1.7822 -3.9660 0.0627 -0.0979 -0.0369
H 2.2185 2.0807 -2.2954 0.0610 -0.0562 0.0358
H 3.9091 0.4270 -2.7678 -0.0380 0.3398 -0.3481
H 3.2527 -0.0836 -4.3833 -0.1570 0.5382 0.0599
H 4.7375 -1.8013 -3.4346 -0.0291 0.2077 -0.2016
H 3.0971 -2.3942 -3.4911 -0.0408 0.0292 -0.0277
H 4.5293 -1.2708 -0.9712 0.1368 0.4689 -0.5778
H 4.1709 -2.8777 -1.4496 -0.5525 -0.2033 0.6885
H 3.2371 -0.6918 0.9842 -0.0365 0.0573 0.0118
H 3.3454 -2.4656 0.9716 0.0901 -0.0270 -0.2278
H 1.7902 -1.7199 1.2431 -0.0204 0.2196 0.1321
H 1.6926 -3.6609 -0.4613 0.0627 0.0384 0.0662
H 1.6850 -3.1925 -2.1444 -0.0719 -0.0084 0.0020
H 0.4552 -2.5462 -1.0600 -0.0098 0.0724 0.0797
H 0.8836 -1.8516 -3.5515 -0.0048 0.0362 0.0964
H 0.8786 -0.4442 -4.6131 -0.0517 -0.0412 -0.0372
H -0.1923 -0.4616 -3.2190 -0.1201 -0.2966 -0.0040
C -3.9772 3.3214 -0.4697 0.1593 0.5701 -1.0961
C -3.0548 2.3184 -1.1741 -1.0507 -0.0895 1.3039
C -1.6327 2.7741 -1.4024 0.5357 -0.5076 -0.3961
O -1.0926 3.3626 -0.2131 -0.8524 0.0391 0.1911
C 0.0996 4.1149 -0.3838 0.8429 -0.7859 -0.1123
N -3.0448 1.1249 -0.3004 -0.1732 -1.0771 0.2983
H -3.6187 3.7579 0.4608 0.2882 -0.2097 -0.0209
H -4.9512 2.8635 -0.2967 -0.0317 0.0476 -0.0446
H -4.1112 4.1313 -1.1905 -0.2438 0.2321 0.3037
H -3.5708 2.0228 -2.0893 0.4783 0.3532 -0.3702
H -1.5432 3.4140 -2.2829 -0.0831 0.3912 0.2372
H -1.0154 1.8913 -1.6123 -0.1033 -0.0586 -0.1385
H 0.4647 4.3160 0.6233 -0.1129 0.4797 -0.0805
H -0.0164 5.0125 -0.9908 -0.3204 0.0998 0.2244
H 0.8706 3.4934 -0.8530 -0.0872 -0.0212 -0.1192
H -3.9411 1.0480 0.1728 -0.0182 0.3129 0.0752
H -3.0660 0.2762 -0.8642 0.5614 0.0389 -0.0910
C -3.7072 -1.5885 4.7063 0.9954 -1.4189 0.1101
C -2.5312 -0.9222 3.9714 -2.0330 0.1467 -0.0650
C -1.1889 -1.5402 4.2021 1.1213 0.7888 1.1112
O -0.1754 -0.6090 3.7843 -0.3502 0.7555 -0.5718
C 1.1295 -0.9390 4.2449 0.1161 -1.1397 -0.1718
N -2.8121 -0.8987 2.5424 -0.1899 0.0349 -1.4273
H -4.6793 -1.1521 4.4882 0.1707 0.4296 0.1962
H -3.4926 -1.6771 5.7719 -0.3550 0.3784 0.0891
H -3.7857 -2.6290 4.3705 0.0177 -0.0225 -0.0772
H -2.6181 0.1301 4.2657 0.8753 -0.0034 0.3326
H -1.0299 -2.4979 3.6992 -0.2707 -0.0394 -0.0941
H -1.0243 -1.6731 5.2756 -0.2264 -0.3037 0.0339
H 1.1914 -0.9639 5.3344 -0.1530 0.1808 0.0322
H 1.8925 -0.2771 3.8423 -0.3378 0.3013 -0.0878
H 1.3576 -1.9406 3.8679 0.2297 -0.0240 0.1263
H -3.7902 -0.6555 2.4037 0.0450 0.2884 0.0701
H -2.7897 -1.8374 2.1459 0.3486 -0.0612 0.1420
```
Forces are in eV/Å.

**E_tot**: -29578.095 eV
**Frontier orbital gap**: 4.9 eV
**Charge**: +1


Below is a single C4HBrO3 molecule at a distorted geometry, with properties calculated with ωB97M-V with the def2-TZVPD basis set.

The geometry in XYZ format:
```
9
Properties=species:S:1:pos:R:3:forces:R:3
O -0.5457 -2.4372 0.0734 -0.6912 0.6972 0.6325
C -0.4256 -1.2412 0.1284 0.4962 -4.1130 -1.0641
C 0.5162 -0.5336 -0.6731 0.8550 3.0489 -0.5264
C 0.4175 0.7567 -0.3000 1.3697 -0.7870 -0.9334
Br 1.4821 2.2302 -0.9219 -1.0748 -1.0710 0.6482
C -0.5918 0.7801 0.7837 -0.4299 6.4681 1.4063
O -0.9110 1.8255 1.3755 0.5082 -3.7640 -1.3087
O -1.1023 -0.4326 0.9524 -1.0980 -0.0819 1.2615
H 1.1606 -0.9478 -1.4184 0.0650 -0.3973 -0.1159
```
Forces are in eV/Å.

**E_tot**: -80348.270 eV
**Frontier orbital gap**: 9.4 eV
**Charge**: 0
**SMILES**: O=C1C=C(Br)C(=O)O1